(1)
This record from OMol25 describes C3H4Se in the gas phase. The level of theory is the ωB97M-V functional and the def2-TZVPD basis.

Each line ends with the Mulliken spin population.
Positions of all 8 atoms, in Å:
C: 0.629 0.125 0.075  1.003
C: 1.941 0.428 -0.365  -0.172
C: -0.947 -0.321 0.416  0.869
Se: -2.453 0.279 -0.657  0.116
H: 2.687 -0.360 -0.394  0.064
H: -1.147 -0.535 1.423  0.043
H: 2.441 1.364 -0.075  0.059
H: -3.152 -0.979 -0.423  0.018

ΔE to the lowest compared entry with this formula, charge and spin   0.0 kcal per mole
Spin multiplicity   3
Frontier orbital gap (spin up / spin down)   7.354 / 8.023 eV
Net charge   0


(2)
This record from OMol25 describes C26H20BrClN2O2PS4Sr as an isolated structure. The level of theory is the ωB97M-V functional and the def2-TZVPD basis.

Each line ends with the Mulliken spin population.
Positions of all 58 atoms, in Å:
Sr: -2.679 0.341 0.887  0.030
S: -5.481 -4.173 0.081  0.002
C: -5.071 -2.585 0.289  0.000
S: -4.489 -1.929 1.716  -0.001
S: -5.444 -1.548 -1.128  0.000
Br: -0.890 -2.956 1.761  0.006
C: -1.106 -1.671 3.181  0.028
C: -0.685 -2.030 4.434  0.042
C: -0.810 -1.070 5.458  0.378
C: -1.397 0.141 5.133  -0.157
C: -1.828 0.384 3.839  0.339
N: -1.636 -0.513 2.835  0.225
C: -2.529 1.673 3.517  -0.010
O: -2.393 2.604 4.325  0.054
O: -3.197 1.717 2.452  0.015
H: -0.276 -3.011 4.620  0.003
H: -0.471 -1.292 6.460  0.061
H: -1.549 0.913 5.871  -0.012
Cl: -1.376 2.400 -1.590  0.000
C: -0.332 2.045 -2.917  0.000
C: -0.317 2.842 -4.037  0.000
C: 0.553 2.540 -5.084  0.000
C: 1.381 1.422 -4.990  0.000
C: 1.357 0.623 -3.871  -0.001
C: 0.524 0.932 -2.781  0.000
P: 0.237 -0.144 -1.341  -0.021
C: 1.349 0.623 -0.097  0.010
C: 1.407 0.001 1.149  0.034
C: 2.127 0.557 2.185  -0.038
C: 2.816 1.746 1.987  -0.002
C: 2.772 2.365 0.747  0.006
C: 2.030 1.820 -0.285  -0.003
C: 1.277 -1.579 -1.786  0.006
C: 0.664 -2.610 -2.499  -0.003
C: 1.388 -3.703 -2.923  0.000
C: 2.747 -3.792 -2.636  0.000
C: 3.366 -2.774 -1.927  0.000
C: 2.645 -1.673 -1.509  -0.001
H: -0.981 3.691 -4.100  0.000
H: 0.575 3.168 -5.963  0.000
H: 2.042 1.177 -5.813  0.000
H: 1.996 -0.248 -3.813  0.000
H: 0.902 -0.942 1.291  -0.005
H: 2.147 0.069 3.149  0.010
H: 3.379 2.183 2.801  0.000
H: 3.313 3.290 0.589  0.001
H: 1.976 2.318 -1.245  -0.001
H: -0.395 -2.537 -2.707  0.000
H: 0.899 -4.497 -3.472  0.000
H: 3.317 -4.650 -2.967  0.000
H: 4.423 -2.841 -1.698  0.000
H: 3.138 -0.885 -0.958  0.000
N: -0.603 2.625 1.526  -0.002
H: 0.045 3.320 1.175  0.000
H: -0.258 2.310 2.427  0.001
H: -1.488 3.084 1.714  0.001
S: -4.707 0.882 -2.361  0.001
C: -4.405 -0.150 -1.104  0.000

ΔE to the lowest compared entry with this formula, charge and spin   31.4 kcal per mole
Spin multiplicity   2
Frontier orbital gap (spin up / spin down)   3.102 / 4.950 eV
Net charge   -2


(3)
This record from OMol25 describes C21H19N3O2PtS2 as an isolated structure. The level of theory is the ωB97M-V functional and the def2-TZVPD basis.

Each line ends with the Mulliken spin population.
Positions of all 48 atoms, in Å:
Pt: -0.231 -0.415 -0.165  0.425
C: -1.313 3.875 0.050  0.001
C: -1.425 2.459 -0.441  -0.021
N: -0.367 1.691 -0.319  0.035
N: 0.755 2.311 0.168  -0.002
C: 1.818 1.657 0.183  0.025
S: 1.950 0.065 -0.608  0.063
S: 3.071 2.069 1.342  0.014
C: 2.005 1.834 2.839  0.001
C: 1.360 0.478 2.820  -0.008
C: 2.121 -0.646 3.119  0.012
C: 1.572 -1.919 3.050  0.003
C: 0.264 -2.094 2.640  0.009
C: -0.522 -0.984 2.330  0.031
C: 0.022 0.306 2.451  0.031
C: -2.611 2.001 -1.086  0.051
C: -3.550 2.946 -1.569  -0.054
C: -4.670 2.566 -2.251  0.095
C: -4.913 1.199 -2.448  -0.046
C: -4.046 0.258 -1.956  0.054
C: -2.877 0.628 -1.264  0.060
O: -2.155 -0.332 -0.765  0.234
H: -0.700 3.901 0.945  -0.001
H: -2.292 4.287 0.266  0.000
H: -0.814 4.497 -0.695  -0.002
H: 1.279 2.642 2.850  0.000
H: 2.709 1.952 3.662  0.000
H: 3.153 -0.518 3.424  0.000
H: 2.175 -2.776 3.326  -0.001
H: -0.164 -3.086 2.585  0.000
H: -1.586 -1.112 2.161  -0.005
H: -0.633 1.167 2.385  -0.007
H: -3.359 4.001 -1.436  -0.001
H: -5.356 3.310 -2.631  0.003
H: -5.790 0.880 -2.996  -0.001
H: -4.234 -0.801 -2.072  -0.001
O: 0.157 -2.448 -0.563  0.011
N: 1.323 -2.790 -1.110  -0.006
C: 1.414 -2.865 -2.448  0.001
C: 2.577 -3.297 -3.042  0.000
C: 3.662 -3.646 -2.251  0.001
C: 3.553 -3.518 -0.874  0.000
C: 2.370 -3.078 -0.323  -0.002
H: 0.524 -2.573 -2.985  0.001
H: 2.623 -3.365 -4.119  0.000
H: 4.574 -4.014 -2.699  0.000
H: 4.379 -3.755 -0.219  0.000
H: 2.199 -2.945 0.735  -0.001

ΔE to the lowest compared entry with this formula, charge and spin   20.3 kcal per mole
Spin multiplicity   2
Frontier orbital gap (spin up / spin down)   7.396 / 5.492 eV
Net charge   +1


(4)
This record from OMol25 describes a 2-piece molecular cluster, C5H14 overall. The level of theory is the ωB97M-V functional and the def2-TZVPD basis.

Each line ends with the natural charge from an NBO analysis.
Positions of all 19 atoms, in Å:
C: 3.208 0.987 -0.553  -0.603
C: 1.710 1.057 -0.281  -0.406
C: 0.909 -0.213 -0.421  -0.617
H: 3.648 1.967 -0.449  0.213
H: 3.311 0.522 -1.544  0.199
H: 3.694 0.255 0.095  0.205
H: 1.639 1.460 0.749  0.188
H: 1.094 1.825 -0.765  0.203
H: 1.353 -1.160 -0.110  0.204
H: -0.041 -0.185 0.116  0.212
H: 0.524 -0.361 -1.435  0.201
C: -2.481 -1.191 -0.019  -0.620
C: -2.884 -0.353 1.214  -0.616
H: -1.890 -0.614 -0.733  0.204
H: -1.696 -1.895 0.283  0.200
H: -3.216 -1.737 -0.597  0.210
H: -2.741 -0.919 2.125  0.209
H: -2.255 0.523 1.316  0.205
H: -3.884 0.034 1.010  0.209

ΔE to the lowest compared entry with this formula, charge and spin   15.4 kcal per mole
Frontier orbital gap   11.888 eV
Net charge   0
SMILES   CCC.CC


(5)
This record from OMol25 describes C9H10O7S2TeTi as an isolated structure. The level of theory is the ωB97M-V functional and the def2-TZVPD basis.

Each line ends with the natural charge from an NBO analysis.
Positions of all 30 atoms, in Å:
Ti: -1.451 -1.445 -1.288  1.121
O: 0.337 -2.295 -1.645  -0.930
S: 1.219 -1.063 -1.904  2.371
O: 2.174 -1.126 -2.942  -0.885
O: 0.147 -0.016 -2.023  -0.963
C: 2.113 -0.805 -0.356  -0.309
C: 3.463 -1.086 -0.481  -0.187
C: 4.322 -0.804 0.557  -0.185
C: 3.798 -0.349 1.772  -0.194
C: 2.423 -0.145 1.927  -0.154
C: 1.541 -0.562 0.900  -0.303
S: -0.210 -0.322 1.240  2.374
O: -0.289 -0.758 2.611  -0.930
O: -1.089 -1.388 0.492  -0.916
O: -0.590 1.021 0.936  -0.935
H: 3.879 -1.313 -1.492  0.261
H: 5.383 -0.990 0.391  0.229
H: 4.541 -0.170 2.559  0.232
H: 2.003 0.358 2.799  0.254
C: -3.522 0.732 0.655  -0.725
C: -2.864 1.224 -0.628  0.719
C: -2.736 2.691 -0.963  -0.712
O: -2.397 0.436 -1.443  -0.612
H: -3.418 1.505 1.427  0.243
H: -3.002 -0.139 0.971  0.255
H: -4.636 0.693 0.539  0.263
H: -1.843 2.843 -0.521  0.263
H: -3.439 3.361 -0.477  0.232
H: -2.627 2.916 -2.060  0.250
Te: -3.229 -3.002 -1.554  -0.126

ΔE to the lowest compared entry with this formula, charge and spin   5.4 kcal per mole
Frontier orbital gap (spin up / spin down)   7.647 / 7.648 eV
Net charge   0


(6)
This record from OMol25 describes C4H7NO3 as an isolated structure. The level of theory is the ωB97M-V functional and the def2-TZVPD basis.

Each line ends with the natural charge from an NBO analysis.
Positions of all 15 atoms, in Å:
C: 0.946 -0.571 -0.542  0.711
C: -0.037 0.424 0.082  0.233
C: -1.457 0.061 -0.077  -0.270
C: -2.400 0.371 0.807  -0.315
O: 1.142 -1.702 0.128  -0.788
O: 0.735 -0.657 -1.886  -0.688
O: 2.425 -0.010 -0.229  -0.781
N: 0.459 1.414 0.706  -0.637
H: 2.250 -1.128 0.314  0.530
H: 1.215 -1.439 -2.195  0.495
H: 2.270 0.767 0.350  0.521
H: -0.247 2.027 1.110  0.354
H: -1.692 -0.536 -0.950  0.233
H: -2.179 0.908 1.723  0.193
H: -3.429 0.070 0.660  0.210

ΔE to the lowest compared entry with this formula, charge and spin   81.5 kcal per mole
Frontier orbital gap   10.383 eV
Net charge   0